This record from the Open Molecules 2025 dataset describes C17H16B2BrF4N5O4W as an isolated structure at a distorted geometry. The level of theory is wB97M-V/def2-TZVPD.

Geometry (Å):
W -0.704 2.048 0.975
C 3.513 2.131 -0.495
C 2.048 2.026 -0.336
N 1.439 1.844 0.821
O 2.196 1.735 1.987
B 1.666 1.405 3.213
F 0.114 3.420 1.894
F 2.536 1.421 4.178
O 0.406 1.002 3.578
N -0.656 0.905 2.662
C -1.760 0.189 2.972
C -1.959 -0.452 4.288
C -2.707 0.104 1.883
N -2.349 0.857 0.824
O -2.969 0.708 -0.429
B -2.391 1.092 -1.609
F -3.132 0.840 -2.653
F -1.743 3.219 0.007
O -1.157 1.594 -1.958
N -0.135 1.921 -1.062
C 1.121 1.993 -1.462
C 1.569 1.932 -2.868
C -3.937 -0.715 1.905
H 3.982 2.283 0.477
H 3.775 2.955 -1.157
H 3.924 1.224 -0.943
H -1.156 -0.159 4.962
H -1.976 -1.540 4.210
H -2.913 -0.144 4.718
H 0.718 1.822 -3.535
H 2.268 1.110 -3.028
H 2.101 2.848 -3.134
H -3.961 -1.415 2.733
H -4.054 -1.246 0.958
H -4.802 -0.049 1.987
N 2.049 -5.788 -4.676
C 1.748 -4.980 -3.926
C 1.355 -4.011 -2.972
C 0.050 -3.500 -3.013
C -0.317 -2.509 -2.131
C 0.605 -2.039 -1.178
C 1.906 -2.570 -1.131
C 2.276 -3.559 -2.016
C 0.211 -0.991 -0.315
C -0.123 -0.009 0.332
H -0.652 -3.878 -3.742
H -1.313 -2.090 -2.161
H 2.613 -2.211 -0.397
H 3.270 -3.981 -1.988
Br -2.595 3.210 2.750

## Properties
Charge: +2
LUMO energy, eV: -9.79
Calculated total energy, eV: -117603.982
Gap between HOMO and LUMO, eV: 4.75
Multiplicity: 1
HOMO energy, eV: -14.542



This record from the Open Molecules 2025 dataset describes C17H16BCl2F16I2NO2S as an isolated structure at a distorted geometry. The level of theory is wB97M-V/def2-TZVPD.

Geometry (Å):
C 7.827 0.904 0.954
C 6.617 1.697 1.272
Cl 6.813 2.770 2.615
C 5.450 1.682 0.644
Cl 5.223 0.621 -0.714
B 4.168 2.513 1.024
N 4.112 3.962 0.873
C 5.035 4.569 0.339
S 6.165 5.394 -0.306
C 2.943 1.713 1.596
I 3.230 1.647 3.729
C 1.545 2.260 1.329
C 0.481 1.172 1.567
I 1.339 2.945 -0.704
H 8.488 1.509 0.343
H 7.584 0.009 0.405
H 8.336 0.673 1.878
H 2.984 0.685 1.261
H 1.348 3.104 1.970
H -0.416 1.590 2.001
H 0.892 0.386 2.186
H 0.185 0.739 0.623
C -5.015 3.102 -1.527
C -5.365 3.501 -0.081
C -4.314 4.258 0.737
F -3.208 3.516 0.941
F -4.839 4.555 1.948
F -5.793 2.419 0.603
F -6.420 4.359 -0.179
O -4.626 1.759 -1.780
C -3.315 1.348 -1.729
C -3.108 0.258 -0.677
F -3.416 0.709 0.551
F -1.802 -0.117 -0.673
F -2.459 2.371 -1.559
F -3.028 0.786 -2.928
H -5.956 3.195 -2.065
H -4.336 3.817 -1.991
H -4.037 5.192 0.240
H -3.728 -0.612 -0.900
C -1.785 -4.043 -1.467
C -1.895 -3.777 0.046
C -0.681 -3.181 0.763
F 0.377 -4.015 0.729
F -1.003 -2.975 2.061
F -2.317 -4.891 0.678
F -2.876 -2.838 0.186
O -1.553 -5.374 -1.903
C -0.291 -5.887 -2.100
C -0.031 -7.100 -1.204
F -0.113 -6.758 0.096
F 1.216 -7.564 -1.445
F 0.673 -4.956 -1.979
F -0.243 -6.337 -3.375
H -2.782 -3.827 -1.848
H -1.119 -3.332 -1.957
H -0.403 -2.221 0.317
H -0.759 -7.886 -1.413

## Properties
LUMO energy, eV: -0.49
Calculated total energy, eV: -119712.149
Gap between HOMO and LUMO, eV: 8.76
Multiplicity: 1
HOMO energy, eV: -9.245



This record from the Open Molecules 2025 dataset describes one molecule with the formula C17H16ClN3O3 at a distorted geometry. The level of theory is wB97M-V/def2-TZVPD.

Geometry (Å):
O -2.058 -2.539 1.464
C -1.852 -1.579 0.749
N -0.650 -0.974 0.657
C -0.363 0.160 -0.195
H -0.147 -0.175 -1.219
C 0.846 0.923 0.343
N 2.007 0.065 0.356
C 3.279 0.558 0.209
C 3.561 1.921 0.368
C 4.846 2.399 0.209
C 5.896 1.552 -0.101
C 5.619 0.205 -0.254
C 4.340 -0.299 -0.112
H 4.176 -1.351 -0.270
Cl 6.901 -0.890 -0.649
H 6.900 1.924 -0.218
H 5.037 3.454 0.339
H 2.779 2.612 0.639
C 1.757 -1.339 0.601
H 2.586 -1.759 1.177
C 0.474 -1.503 1.405
H 0.270 -2.557 1.609
H 0.566 -0.982 2.365
H 1.672 -1.899 -0.342
H 0.613 1.310 1.347
H 1.036 1.773 -0.316
H -1.229 0.826 -0.231
C -2.942 -0.993 -0.107
C -3.916 -0.192 0.467
C -4.959 0.276 -0.321
C -5.057 -0.058 -1.666
C -4.087 -0.868 -2.228
C -3.034 -1.331 -1.454
H -2.284 -1.972 -1.894
H -4.152 -1.141 -3.269
H -5.886 0.319 -2.245
N -5.964 1.129 0.271
O -6.930 1.408 -0.403
O -5.771 1.518 1.402
H -3.881 0.068 1.515

## Properties
Energy above the lowest of the compared OMol25 structures with the same formula, charge and spin, kJ/mol: 217.1
LUMO energy, eV: -0.73
Calculated total energy, eV: -41021.641
Gap between HOMO and LUMO, eV: 7.41
Multiplicity: 1
Structure (SMILES): O=C(c1cccc([N+](=O)[O-])c1)N1CCN(c2cccc(Cl)c2)CC1
HOMO energy, eV: -8.141



This record from the Open Molecules 2025 dataset describes C17H16CrN4O2SSe2 as an isolated structure. The level of theory is wB97M-V/def2-TZVPD.

Geometry (Å):
Cr 0.132 0.567 -0.080
O 1.655 1.934 0.450
C 1.376 2.943 1.468
C -0.080 3.379 1.528
C -0.013 4.667 2.384
O -1.273 5.172 2.778
C -0.995 2.363 2.257
Se -0.388 0.479 2.427
C -0.597 3.796 0.140
Se -1.176 2.419 -1.144
H 2.366 1.401 0.822
H 2.011 3.800 1.229
H 1.660 2.525 2.434
H 0.555 5.434 1.841
H 0.517 4.455 3.316
H -1.787 5.360 1.987
H -1.964 2.346 1.763
H -1.154 2.702 3.278
H 0.167 4.402 -0.352
H -1.476 4.431 0.263
S -0.238 -6.650 -2.372
N 1.057 -5.707 -2.186
C 0.612 -4.523 -1.802
C 1.440 -3.363 -1.511
C 2.827 -3.367 -1.612
C 3.514 -2.207 -1.313
C 2.797 -1.088 -0.914
N 1.472 -1.070 -0.804
C 0.793 -2.191 -1.110
C -0.668 -2.126 -1.004
N -1.193 -0.949 -0.628
C -2.512 -0.840 -0.502
C -3.373 -1.902 -0.756
C -2.849 -3.115 -1.149
C -1.467 -3.236 -1.276
C -0.800 -4.461 -1.684
N -1.400 -5.602 -1.982
H 3.334 -4.270 -1.924
H 4.591 -2.157 -1.385
H 3.307 -0.161 -0.681
H -2.867 0.136 -0.196
H -4.437 -1.757 -0.639
H -3.477 -3.971 -1.357

## Properties
LUMO energy (spin up / spin down), eV: -1.12 / -1.13
Calculated total energy, eV: -197895.011
Gap between HOMO and LUMO (spin up / spin down), eV: 5.09 / 5.89
Multiplicity: 5
HOMO energy (spin up / spin down), eV: -6.208 / -7.018